Formula: C5H14Cl3N2S
Source: OMol25
Level of theory: wB97M-V/def2-TZVPD

ORCA input file:
```
! wB97M-V def2-TZVPD RIJCOSX def2/J DEFGRID3
* xyz 1 1
C 1.6832 -0.2003 0.9329
C 1.0104 1.1487 1.1915
C 0.4548 1.8093 -0.0894
C -1.0759 1.9856 -0.2196
N -1.8398 1.6153 0.9814
N -1.9116 0.1664 1.0703
S -3.3327 -0.6713 0.3630
H 0.9560 -1.0144 0.9505
H 2.1567 -0.2161 -0.0457
H 2.4479 -0.4177 1.6730
H 1.7198 1.8341 1.6473
H 0.2399 1.0257 1.9493
H 0.9217 2.7820 -0.2099
H 0.7712 1.2230 -0.9511
H -1.3362 3.0217 -0.4156
H -1.4483 1.4143 -1.0771
H -2.7990 1.9293 0.8797
H -1.0559 -0.2201 0.6620
H -1.9108 -0.0863 2.0602
H -2.8170 -0.6860 -0.8714
C 1.3975 -3.3438 -2.1870
Cl 2.6390 -4.3854 -1.5220
Cl 0.1115 -3.0655 -0.9940
Cl 2.0691 -1.8100 -2.7405
H 0.9487 -3.8384 -3.0376
*
```

Properties
Largest force on an atom in eV Å⁻¹: 0.4
LUMO in eV: -4.310
Total energy in a.u.: -2086.85174

These are the natural (NBO) partial charges, in e, on atoms 1 to 2: C -0.611; C -0.420